[1]
Molecular formula: C9H14
Method: DFT, ωB97M-V with the def2-TZVPD basis set

Each line ends with the Löwdin charge.
Geometry (Å):
H  4.647  0.794  1.042  0.06
C  -3.432  1.080  -0.782  -0.11
C  -1.167  -0.545  -0.650  -0.28
C  -1.072  0.803  -0.386  -0.06
H  3.427  1.691  1.980  0.06
H  0.668  -1.392  -1.455  0.09
H  1.900  -0.450  1.558  0.04
C  -2.446  -1.098  -0.857  -0.05
H  0.673  -1.174  0.212  0.04
C  0.000  -1.469  -0.588  -0.05
C  -2.172  1.640  -0.552  -0.08
H  -0.192  1.317  -0.008  0.11
H  3.548  -1.004  2.045  0.06
C  2.952  -0.430  1.329  -0.17
H  3.243  1.427  0.257  0.05
H  3.167  -0.975  0.407  0.06
H  -2.523  -2.146  -1.111  0.11
H  -4.548  -0.738  -0.982  0.10
H  -0.289  -2.513  -0.497  0.08
H  -4.265  1.770  -0.772  0.10
H  -2.130  2.717  -0.468  0.10
C  3.578  0.975  1.186  -0.16
C  -3.567  -0.280  -0.907  -0.10

## Properties
SMILES = Cc1ccccc1.CC


[2]
Molecular formula: C6H13N
Method: DFT, ωB97M-V with the def2-TZVPD basis set

Each line ends with the Löwdin charge.
Geometry (Å):
H  1.817  2.376  -0.905  0.07
H  -1.302  1.125  0.686  0.09
H  1.355  0.031  -0.483  0.07
N  -1.137  -0.507  -1.995  0.09
H  -1.978  0.054  -1.867  0.05
C  0.173  -2.297  -0.920  -0.09
C  -0.769  -1.140  -0.951  -0.37
C  0.940  0.755  0.220  -0.21
H  0.741  -2.294  0.011  0.07
C  0.860  2.113  -0.442  -0.14
H  -0.382  -3.235  -0.993  0.08
H  0.615  2.899  0.279  0.07
C  -0.566  0.084  2.359  -0.03
H  1.657  0.758  1.045  0.09
C  -0.559  0.425  1.058  -0.21
H  -1.264  -0.908  0.103  0.10
H  0.174  -0.580  2.789  0.06
H  -1.344  0.461  3.014  0.05
H  0.107  2.110  -1.240  0.07
H  0.860  -2.231  -1.767  0.08

## Properties
SMILES = [H]/N=C/C.C=CCC


So what do the calculations give for E? Going down the list: -9559.697; -7919.873 eV.
So what do the calculations give for highest occupied orbital energy? Going down the list: -8.96; -8.73 eV.